A structure of composition C2H5NO at a distorted geometry. Source: the OMol25 dataset; level of theory: wB97M-V/def2-TZVPD.

Computed properties:
Kohn-Sham gap in eV: 9.06
Energy relative to the best compared isomer or geometry (same formula, charge and spin) in kJ/mol: 534.3
Calculated total energy in hartree: -209.01882

ORCA input file:
```
! wB97M-V def2-TZVPD RIJCOSX def2/J DEFGRID3
* xyz 0 1
C -0.285 0.355 1.062
C 0.306 0.415 -0.402
H -1.193 -0.273 1.156
H -0.496 1.453 1.115
H 0.514 0.118 1.842
H 0.088 -1.960 -0.576
H 0.504 -0.994 -2.049
N -0.410 -0.442 -1.233
O 0.973 1.328 -0.913
*
```

These are the Mulliken partial charges, in e, on atoms 1 to 4: atom 1 (C): -0.745, atom 2 (C): 0.536, atom 3 (H): 0.331, atom 4 (H): 0.253



A structure of composition C30H31AlN6OS. Source: the OMol25 dataset; level of theory: wB97M-V/def2-TZVPD.

Computed properties:
Kohn-Sham gap in eV: 6.91
Energy relative to the best compared isomer or geometry (same formula, charge and spin) in kJ/mol: 0.0
Calculated total energy in hartree: -2205.81289

ORCA input file:
```
! wB97M-V def2-TZVPD RIJCOSX def2/J DEFGRID3
* xyz 2 1
Al 0.268 0.285 1.318
N 2.375 0.355 1.276
C 2.933 1.680 1.159
C 4.205 1.990 0.791
C 4.607 3.349 0.743
C 3.740 4.351 1.072
C 2.406 4.044 1.445
C 1.434 5.005 1.799
C 0.170 4.600 2.137
C -0.140 3.232 2.099
N 0.742 2.306 1.774
C 2.011 2.700 1.469
H 2.548 -0.017 2.213
H 2.780 -0.325 0.637
H 4.914 1.209 0.548
H 5.623 3.583 0.459
H 4.060 5.384 1.053
H 1.698 6.055 1.803
H -0.591 5.309 2.427
H -1.136 2.884 2.349
C -3.752 -3.727 2.799
C -2.809 -2.796 3.458
N -2.415 -2.850 4.693
N -1.553 -1.804 4.825
C -1.412 -1.101 3.712
S -0.437 0.301 3.532
N -2.217 -1.718 2.823
N -2.411 -1.267 1.522
H -4.086 -4.456 3.532
H -3.264 -4.250 1.975
H -4.624 -3.200 2.412
H -1.094 -1.635 5.708
H -3.404 -1.288 1.311
H -1.879 -1.863 0.888
C 0.410 -1.605 0.976
C 0.565 -2.800 0.819
C 0.711 -4.219 0.629
C -0.221 -4.917 -0.141
C -0.089 -6.283 -0.322
C 0.971 -6.962 0.263
C 1.901 -6.273 1.030
C 1.774 -4.906 1.215
H -1.041 -4.382 -0.605
H -0.812 -6.819 -0.920
H 1.074 -8.028 0.119
H 2.725 -6.802 1.487
H 2.494 -4.368 1.816
C -0.451 1.971 -6.534
C -0.643 1.905 -5.053
C -1.071 3.026 -4.343
C -1.257 2.985 -2.978
C -1.744 4.230 -2.283
C -0.966 1.768 -2.287
C -1.024 1.824 -0.885
O -0.674 0.916 -0.077
C -0.575 0.597 -3.011
C -0.356 -0.737 -2.364
C -0.427 0.701 -4.374
H -0.364 2.996 -6.885
H -1.309 1.516 -7.033
H 0.432 1.410 -6.838
H -1.269 3.945 -4.879
H -1.991 4.988 -3.021
H -0.984 4.652 -1.623
H -2.642 4.044 -1.693
H -1.405 2.742 -0.434
H -1.163 -0.987 -1.678
H 0.565 -0.767 -1.781
H -0.293 -1.507 -3.129
H -0.142 -0.176 -4.942
*
```

These are the Mulliken partial charges, in e, on atoms 1 to 4: atom 1 (Al): 0.904, atom 2 (N): -0.138, atom 3 (C): 0.393, atom 4 (C): -0.518



A cluster of 5 separate species, CH14NO4 in total at a distorted geometry. Source: the OMol25 dataset; level of theory: wB97M-V/def2-TZVPD.

Computed properties:
Kohn-Sham gap (spin up / spin down) in eV: 3.15 / 11.68
Energy relative to the best compared isomer or geometry (same formula, charge and spin) in kJ/mol: 45.3
Calculated total energy in hartree: -402.07000

ORCA input file:
```
! wB97M-V def2-TZVPD RIJCOSX def2/J DEFGRID3
* xyz 0 2
C 0.227 0.820 -1.389
N 0.136 0.188 -0.016
H -0.521 0.266 -1.953
H 1.211 0.672 -1.810
H 0.032 1.892 -1.332
H -0.782 0.443 0.370
H 0.240 -0.823 -0.252
H 0.876 0.320 0.666
H -2.771 -1.419 3.978
H -2.202 -0.524 5.134
O -1.976 -1.013 4.338
H 0.977 1.265 -5.380
H 1.886 2.530 -5.338
O 1.276 1.991 -4.824
H 1.080 -2.933 -0.536
H 2.537 -2.907 -0.744
O 1.817 -2.289 -0.509
H -1.446 -0.117 2.974
H -1.859 1.327 2.407
O -1.329 0.541 2.251
*
```

These are the Mulliken partial charges, in e, on atoms 1 to 4: atom 1 (C): -1.904, atom 2 (N): -0.235, atom 3 (H): 0.420, atom 4 (H): 0.552



A structure of composition C25H31N3ORhS at a distorted geometry. Source: the OMol25 dataset; level of theory: wB97M-V/def2-TZVPD.

Computed properties:
Kohn-Sham gap in eV: 7.15
Energy relative to the best compared isomer or geometry (same formula, charge and spin) in kJ/mol: 87.2
Calculated total energy in hartree: -1719.25831

ORCA input file:
```
! wB97M-V def2-TZVPD RIJCOSX def2/J DEFGRID3
* xyz 1 1
Rh -0.432 -0.881 1.773
C -1.547 1.281 -4.827
C -1.951 1.789 -3.436
C -3.049 2.852 -3.574
C -0.728 2.434 -2.785
C -2.479 0.616 -2.611
C -3.621 -0.084 -3.059
C -4.151 -1.156 -2.380
C -3.519 -1.555 -1.201
S -3.934 -2.846 -0.110
C -2.608 -2.414 0.873
N -1.919 -1.386 0.459
C -2.394 -0.873 -0.743
C -1.870 0.213 -1.441
C -2.099 -3.104 2.068
C -2.729 -4.164 2.701
C -2.119 -4.750 3.802
C -0.896 -4.283 4.261
C -0.253 -3.219 3.633
C -0.877 -2.614 2.558
H -1.184 2.110 -5.436
H -2.388 0.826 -5.352
H -0.752 0.536 -4.754
H -2.676 3.697 -4.155
H -3.360 3.221 -2.595
H -3.931 2.463 -4.084
H -0.376 3.255 -3.411
H 0.093 1.720 -2.678
H -0.962 2.843 -1.799
H -4.104 0.229 -3.975
H -5.025 -1.674 -2.750
H -0.992 0.706 -1.051
H -3.681 -4.537 2.343
H -2.597 -5.583 4.298
H -0.429 -4.757 5.115
H 0.701 -2.859 3.985
C 3.528 1.518 4.738
N 2.716 0.396 4.306
C 1.646 0.489 3.506
N 1.282 1.706 3.071
O 1.021 -0.561 3.207
H 4.277 1.153 5.434
H 2.926 2.263 5.261
H 4.044 1.988 3.898
H 2.972 -0.541 4.564
H 1.772 2.541 3.336
H 0.519 1.778 2.421
C 3.169 -0.098 -2.200
C 3.046 0.530 -0.806
C 2.889 2.053 -0.931
C 4.294 0.205 0.028
C 1.865 -0.008 -0.114
C 0.870 -0.391 0.465
H 4.085 0.253 -2.678
H 2.325 0.183 -2.831
H 3.205 -1.185 -2.137
H 3.704 2.453 -1.535
H 2.920 2.530 0.050
H 1.945 2.312 -1.412
H 5.165 0.699 -0.406
H 4.480 -0.869 0.049
H 4.173 0.553 1.055
*
```

These are the Mulliken partial charges, in e, on atoms 1 to 4: atom 1 (Rh): 0.516, atom 2 (C): -1.647, atom 3 (C): 2.128, atom 4 (C): -1.718



A cluster of 3 separate species, C8H17N3O6 in total at a distorted geometry. Source: the OMol25 dataset; level of theory: wB97M-V/def2-TZVPD.

Computed properties:
SMILES: O=C([O-])[NH+]1CCCCC1.C[N+](=O)[O-].C[N+](=O)[O-]
Kohn-Sham gap in eV: 7.99
Energy relative to the best compared isomer or geometry (same formula, charge and spin) in kJ/mol: 808.2
Calculated total energy in hartree: -930.45366

ORCA input file:
```
! wB97M-V def2-TZVPD RIJCOSX def2/J DEFGRID3
* xyz 0 1
O 0.703 0.561 2.015
C 1.364 0.764 0.951
O 2.751 0.917 1.077
N 0.806 0.802 -0.437
C 0.145 -0.470 -0.892
C -1.183 -0.866 -0.088
C -2.135 0.363 0.333
C -1.503 1.836 0.165
C -0.160 1.919 -0.705
H 1.619 0.960 -1.076
H -0.011 -0.446 -2.049
H 0.911 -1.319 -0.694
H -0.986 -1.532 0.839
H -1.803 -1.538 -0.803
H -3.145 0.338 -0.202
H -2.370 0.239 1.462
H -1.263 2.250 1.215
H -2.328 2.534 -0.253
H 0.324 2.955 -0.531
H -0.458 1.916 -1.824
C 2.621 0.082 4.655
N 2.468 -0.011 6.131
O 1.433 -0.498 6.560
O 3.394 0.409 6.810
H 1.729 -0.325 4.183
H 2.744 1.134 4.402
H 3.501 -0.497 4.378
C -1.467 -1.860 -5.717
N -1.105 -1.682 -4.286
O 0.070 -1.469 -4.026
O -2.013 -1.762 -3.474
H -0.566 -1.765 -6.321
H -1.900 -2.854 -5.825
H -2.188 -1.085 -5.973
*
```

These are the Mulliken partial charges, in e, on atoms 1 to 4: atom 1 (O): -0.541, atom 2 (C): 0.191, atom 3 (O): -0.742, atom 4 (N): 0.327



An isolated molecule of C3H3N5 at a distorted geometry. Source: the OMol25 dataset; level of theory: wB97M-V/def2-TZVPD.

Computed properties:
SMILES: [H]/N=c1\cncnnn1
Kohn-Sham gap in eV: 9.51
Energy relative to the best compared isomer or geometry (same formula, charge and spin) in kJ/mol: 269.3
Calculated total energy in hartree: -389.76609

ORCA input file:
```
! wB97M-V def2-TZVPD RIJCOSX def2/J DEFGRID3
* xyz 0 1
H -2.171 0.682 1.158
N -2.000 -0.207 0.672
C -0.990 -0.124 -0.070
C -0.186 0.994 -0.635
N 1.082 1.025 -0.425
C 1.578 0.006 0.419
N 1.203 -1.206 0.465
N 0.446 -1.767 -0.556
N -0.710 -1.317 -0.821
H -0.598 1.649 -1.382
H 2.347 0.265 1.176
*
```

These are the Mulliken partial charges, in e, on atoms 1 to 4: atom 1 (H): 0.256, atom 2 (N): -0.630, atom 3 (C): 0.527, atom 4 (C): -0.027



A structure of composition C12H15MgN8O7 at a distorted geometry. Source: the OMol25 dataset; level of theory: wB97M-V/def2-TZVPD.

Computed properties:
Kohn-Sham gap in eV: 7.06
Calculated total energy in hartree: -1631.50145

ORCA input file:
```
! wB97M-V def2-TZVPD RIJCOSX def2/J DEFGRID3
* xyz -1 1
Mg 0.541 0.921 -0.213
N 0.744 0.524 -2.409
C 2.176 0.761 -2.696
C 3.047 0.342 -1.489
O 4.125 -0.245 -1.685
N 2.480 0.701 -0.354
C 3.046 0.306 0.910
C 1.886 0.086 1.899
O 2.050 -0.724 2.836
O 0.822 0.745 1.706
H 0.565 -0.474 -2.412
H 0.149 0.950 -3.109
H 2.321 1.832 -2.846
H 2.534 0.229 -3.580
H 3.673 1.103 1.333
H 3.667 -0.592 0.832
C -3.044 -0.978 -0.030
C -2.812 0.488 -0.110
N -1.660 1.094 -0.276
C -1.920 2.450 -0.292
C -3.275 2.654 -0.144
N -3.807 1.396 -0.034
C -4.208 3.817 -0.112
O -3.703 5.013 -0.188
O -5.403 3.591 -0.017
C -0.767 3.407 -0.447
O -1.017 4.635 -0.459
O 0.361 2.885 -0.565
H -2.085 -1.486 -0.063
H -3.662 -1.317 -0.863
H -3.552 -1.238 0.901
H -4.794 1.239 0.096
H -2.644 4.997 -0.288
N 1.604 -5.520 1.349
C 1.444 -4.163 1.453
N 1.860 -3.576 2.562
N 0.857 -3.598 0.427
C 0.589 -2.342 0.198
N 0.207 -1.334 -0.244
H 2.312 -5.964 1.905
H 1.477 -5.880 0.418
H 2.213 -4.143 3.311
H 1.602 -2.593 2.789
*
```

These are the Mulliken partial charges, in e, on atoms 1 to 4: atom 1 (Mg): 1.334, atom 2 (N): -0.477, atom 3 (C): -0.614, atom 4 (C): 0.511



A structure of composition C34H30Br2N2ORhSi at a distorted geometry. Source: the OMol25 dataset; level of theory: wB97M-V/def2-TZVPD.

Computed properties:
Kohn-Sham gap in eV: 6.30
Energy relative to the best compared isomer or geometry (same formula, charge and spin) in kJ/mol: 49.1
Calculated total energy in hartree: -7046.20556

ORCA input file:
```
! wB97M-V def2-TZVPD RIJCOSX def2/J DEFGRID3
* xyz 1 1
Rh 0.581 0.779 0.172
Br 1.010 2.595 6.413
C 0.852 2.110 4.615
C -0.089 2.726 3.801
C -0.164 2.338 2.481
N 0.639 1.400 1.988
C 1.544 0.787 2.761
C 1.677 1.123 4.092
C 2.312 -0.243 2.083
C 3.266 -1.033 2.685
C 3.901 -2.004 1.920
Br 5.204 -3.092 2.701
C 3.558 -2.167 0.586
C 2.592 -1.341 0.050
N 2.003 -0.402 0.783
H -0.751 3.491 4.177
H -0.880 2.775 1.798
H 2.402 0.634 4.724
H 3.520 -0.917 3.727
H 4.023 -2.923 -0.029
H 2.264 -1.442 -0.974
C -3.926 0.290 0.194
C -3.067 -0.240 -0.959
C -3.978 -0.865 -2.024
C -2.314 0.936 -1.595
Si -1.808 -1.479 -0.283
O -0.730 -0.667 0.615
C -2.592 -2.792 0.792
C -3.568 -3.676 0.320
C -4.133 -4.636 1.147
C -3.730 -4.732 2.472
C -2.762 -3.866 2.961
C -2.201 -2.909 2.127
C -0.804 -2.247 -1.689
C -0.964 -3.543 -2.174
C -0.155 -4.039 -3.192
C 0.838 -3.246 -3.747
C 1.022 -1.949 -3.281
C 0.206 -1.472 -2.267
H -4.637 1.036 -0.175
H -3.312 0.766 0.965
H -4.492 -0.508 0.677
H -4.637 -0.104 -2.453
H -4.616 -1.640 -1.596
H -3.405 -1.311 -2.841
H -3.002 1.755 -1.824
H -1.814 0.652 -2.523
H -1.548 1.359 -0.911
H -3.902 -3.620 -0.711
H -4.887 -5.308 0.760
H -4.169 -5.479 3.120
H -2.448 -3.937 3.995
H -1.448 -2.232 2.515
H -1.721 -4.189 -1.746
H -0.299 -5.050 -3.549
H 1.464 -3.632 -4.540
H 1.786 -1.316 -3.718
H 0.355 -0.432 -1.933
C 1.643 2.289 -0.413
C 2.166 3.258 -0.851
C 2.784 4.451 -1.403
C 3.555 5.281 -0.598
C 4.139 6.423 -1.128
C 3.958 6.737 -2.464
C 3.193 5.914 -3.273
C 2.604 4.773 -2.743
H 3.690 5.023 0.445
H 4.737 7.069 -0.498
H 4.414 7.627 -2.877
H 3.053 6.160 -4.317
H 2.001 4.122 -3.362
*
```

These are the Mulliken partial charges, in e, on atoms 1 to 4: atom 1 (Rh): -0.015, atom 2 (Br): -0.095, atom 3 (C): -0.197, atom 4 (C): -0.742